Arrangement 1

DFT (wB97M-V/def2-TZVPD) results for the molecule C5H7N3.

The SMILES is [H]/N=C1/N=CN2[C@H]1[C@@H]2C. For the lowest unoccupied orbital energy, the calculation gives 0.80 eV. The calculation puts the HOMO-LUMO gap at 10.040 eV.

Each line ends with the Mulliken charge.
Positions of all 15 atoms, in Å:
C (0.24545, 0.34570, -1.62166)  -1.19
C (0.59413, -0.78244, -0.77953)  0.13
C (0.63053, -0.54339, 0.75422)  -0.09
C (-1.50005, -0.88398, 0.29074)  -0.06
C (-0.30134, 0.59160, 1.35381)  0.30
H (-0.30099, 0.07578, -2.53449)  0.31
H (-0.33205, 1.38386, -1.18809)  0.27
H (1.20403, 0.93974, -1.74329)  0.34
H (1.44090, -1.42342, -0.98241)  0.43
H (1.40243, -0.72598, 1.50197)  0.31
H (-2.26612, -1.42670, -0.10248)  0.50
H (1.03498, 2.08527, 1.90750)  0.26
N (-0.14973, -1.43260, 0.20468)  -0.35
N (-1.69953, 0.09752, 1.05626)  -0.47
N (-0.00263, 1.69904, 1.88276)  -0.70

***

Arrangement 2

DFT (wB97M-V/def2-TZVPD) results for a structure of composition C5H7N3.

For the lowest unoccupied orbital energy, the calculation gives -0.37 eV. The calculation puts the HOMO-LUMO gap at 9.471 eV.

Each line ends with the Mulliken charge.
Positions of all 15 atoms, in Å:
C (0.54430, -0.19442, 2.17080)  0.16
C (0.39042, 1.62588, 0.22599)  -0.42
C (-0.12012, 0.31563, 1.02979)  0.60
C (-0.32684, -0.81687, -1.53170)  -1.00
C (0.06854, -1.38311, -0.29714)  -0.45
N (1.07604, -0.23546, 3.19415)  -0.47
N (-1.10930, 1.73290, 0.08053)  -0.26
N (-1.43801, 0.77342, 0.84791)  -0.29
H (0.77420, 2.39088, 0.98130)  0.30
H (1.07929, 1.54464, -0.60740)  0.22
H (-0.61896, -1.60336, -2.16874)  0.41
H (0.38182, -0.15168, -2.13456)  0.23
H (-1.25261, -0.05581, -1.48521)  0.29
H (1.08988, -1.69752, -0.24287)  0.33
H (-0.53865, -2.24513, -0.06286)  0.35

***

Stability check: which of them is least stable? arrangement 2.

***

Arrangement 1

DFT (wB97M-V/def2-TZVPD) results for a structure of composition C5H7N3.

For the lowest unoccupied orbital energy, the calculation gives 0.53 eV. The calculation puts the HOMO-LUMO gap at 10.134 eV.

Each line ends with the Mulliken charge.
Positions of all 15 atoms, in Å:
C (-0.72482, -1.46651, 0.51521)  -1.21
C (-0.36316, 0.00369, 0.22199)  0.82
C (1.11822, 0.37577, 0.18741)  -0.81
C (1.29179, 1.02011, -1.32547)  -0.09
C (-0.97495, 0.69104, 1.42104)  -0.09
H (0.06012, -1.71727, 1.43499)  0.32
H (-1.86940, -1.86414, 0.76077)  0.30
H (-0.12585, -1.73656, -0.36704)  0.46
H (1.17938, 1.22926, 0.81260)  0.41
H (1.79044, -0.55124, 0.34500)  0.34
H (2.28243, 1.34709, -1.83053)  0.36
H (-1.44150, -0.44952, -1.35772)  0.43
N (0.16222, 1.05668, -2.01476)  -0.39
N (-0.85659, 0.65345, -1.09801)  -0.32
N (-1.52833, 1.40816, 2.29451)  -0.53

***

Arrangement 2

DFT (wB97M-V/def2-TZVPD) results for the molecule C5H7N3.

The SMILES is C/N=N/c1ccc[nH]1. For the lowest unoccupied orbital energy, the calculation gives -0.15 eV. The calculation puts the HOMO-LUMO gap at 8.162 eV.

Each line ends with the Mulliken charge.
Positions of all 15 atoms, in Å:
C (-3.28807, -0.07062, -0.06618)  -0.55
C (0.29609, 0.35661, 0.03570)  0.27
C (1.38532, 1.18752, -0.03816)  -0.46
C (2.53345, 0.38419, -0.01286)  -0.39
C (2.14357, -0.93605, -0.10112)  -0.45
H (-3.71894, -1.07321, -0.60004)  0.23
H (-3.64241, 0.13160, 1.08227)  0.23
H (-3.67792, 0.96241, -0.60856)  0.23
H (1.26151, 2.23218, -0.14422)  0.45
H (3.63709, 0.51156, -0.18282)  0.31
H (2.73604, -1.72881, 0.06834)  0.44
H (0.20746, -1.89585, 0.01322)  0.31
N (-1.86457, -0.36058, -0.07638)  -0.20
N (-1.05769, 0.65902, 0.15192)  -0.31
N (0.74725, -0.96556, 0.13412)  -0.11

***

Arrangement 3

DFT (wB97M-V/def2-TZVPD) results for the molecule C5H7N3.

The SMILES is C=Nn1nccc1C. For the lowest unoccupied orbital energy, the calculation gives 0.73 eV. The calculation puts the HOMO-LUMO gap at 9.826 eV.

Each line ends with the Mulliken charge.
Positions of all 15 atoms, in Å:
C (0.40306, 1.60151, -0.32935)  -1.02
C (-0.44519, 0.37613, 0.04837)  0.56
C (-1.85218, 0.26895, 0.17546)  -0.39
C (-2.07169, -1.13945, -0.05318)  -0.38
C (2.11938, -0.86569, 0.40447)  -0.33
H (1.23674, 1.03443, -0.95908)  0.31
H (0.75537, 2.14574, 0.58639)  0.25
H (-0.06415, 2.31134, -1.08494)  0.31
H (-2.41250, 1.24272, 0.56314)  0.26
H (-3.04729, -1.53215, 0.05518)  0.44
H (3.24057, -0.98348, 0.08515)  0.28
H (1.74997, -0.29339, 1.29081)  0.35
N (-0.95152, -1.83996, -0.22207)  -1.09
N (-0.01077, -0.92489, -0.10144)  1.02
N (1.35020, -1.40182, -0.45892)  -0.59

***

Stability check: which of them is least stable? arrangement 1.